(1)
{
  "formula": "C43H101N7O7",
  "method": "ωB97M-V/def2-TZVPD",
  "symbols": ["C", "C", "C", "C", "C", "C", "C", "C", "C", "N", "O", "H", "H", "H", "H", "H", "H", "H", "H", "H", "H", "H", "H", "H", "H", "H", "H", "H", "H", "H", "C", "C", "C", "C", "C", "C", "C", "C", "C", "N", "O", "H", "H", "H", "H", "H", "H", "H", "H", "H", "H", "H", "H", "H", "H", "H", "H", "H", "H", "H", "C", "C", "C", "C", "C", "C", "C", "C", "C", "N", "O", "H", "H", "H", "H", "H", "H", "H", "H", "H", "H", "H", "H", "H", "H", "H", "H", "H", "H", "H", "C", "O", "C", "C", "C", "N", "H", "H", "H", "H", "H", "H", "H", "H", "H", "H", "H", "C", "O", "C", "C", "C", "N", "H", "H", "H", "H", "H", "H", "H", "H", "H", "H", "H", "C", "O", "C", "C", "C", "N", "H", "H", "H", "H", "H", "H", "H", "H", "H", "H", "H", "C", "O", "C", "C", "C", "N", "H", "H", "H", "H", "H", "H", "H", "H", "H", "H", "H"],
  "coordinates": [[-3.382, 3.256, -3.625], [-3.305, 3.608, -2.136], [-2.545, 2.512, -1.396], [-2.494, 4.910, -2.004], [-3.264, 6.217, -2.137], [-4.583, 6.156, -1.359], [-5.421, 4.917, -1.686], [-6.577, 4.945, -0.675], [-6.010, 5.027, -3.103], [-4.608, 3.737, -1.471], [-5.385, 2.562, -1.602], [-3.704, 4.048, -4.300], [-2.421, 2.873, -3.973], [-4.075, 2.425, -3.814], [-3.076, 1.557, -1.362], [-1.599, 2.318, -1.904], [-2.429, 2.751, -0.337], [-1.966, 4.905, -1.043], [-1.694, 4.903, -2.749], [-2.624, 7.012, -1.751], [-3.445, 6.466, -3.187], [-5.157, 7.040, -1.638], [-4.279, 6.157, -0.310], [-7.376, 4.266, -0.992], [-7.016, 5.932, -0.565], [-6.239, 4.537, 0.281], [-6.257, 4.054, -3.531], [-5.320, 5.462, -3.831], [-6.895, 5.666, -3.105], [-5.297, 2.136, -0.743], [4.419, -7.042, -1.593], [3.176, -6.117, -1.742], [3.200, -5.687, -3.195], [1.887, -6.876, -1.477], [1.542, -7.061, -0.018], [1.705, -5.787, 0.820], [3.006, -5.034, 0.559], [2.860, -3.595, 1.058], [4.191, -5.674, 1.310], [3.242, -4.952, -0.883], [4.289, -4.066, -1.215], [4.379, -7.739, -0.753], [5.302, -6.419, -1.429], [4.583, -7.624, -2.500], [4.125, -5.188, -3.491], [2.427, -4.963, -3.490], [3.039, -6.512, -3.893], [1.066, -6.375, -2.003], [1.916, -7.856, -1.966], [2.154, -7.833, 0.458], [0.503, -7.381, 0.091], [1.717, -6.106, 1.867], [0.852, -5.110, 0.720], [2.522, -3.597, 2.095], [3.808, -3.057, 1.060], [2.185, -3.073, 0.379], [4.220, -6.755, 1.209], [5.091, -5.145, 0.998], [4.069, -5.460, 2.379], [3.788, -3.303, -1.520], [0.562, 1.948, 1.580], [1.962, 1.894, 0.976], [1.887, 1.617, -0.533], [2.591, 3.269, 1.205], [4.097, 3.227, 0.963], [4.732, 2.189, 1.866], [4.161, 0.766, 1.797], [4.787, 0.038, 0.607], [4.519, 0.073, 3.111], [2.722, 0.883, 1.682], [2.070, -0.382, 1.662], [0.631, 2.138, 2.658], [-0.013, 2.765, 1.137], [-0.041, 1.036, 1.528], [1.446, 0.619, -0.656], [1.260, 2.326, -1.074], [2.868, 1.528, -0.996], [2.130, 4.004, 0.542], [2.407, 3.591, 2.235], [4.302, 3.077, -0.102], [4.543, 4.204, 1.172], [4.650, 2.553, 2.898], [5.813, 2.143, 1.699], [4.591, 0.601, -0.307], [4.414, -0.982, 0.512], [5.878, -0.003, 0.673], [4.031, 0.627, 3.918], [5.591, 0.129, 3.296], [4.144, -0.951, 3.122], [1.582, -0.351, 2.491], [-5.082, -1.328, -2.264], [-4.097, -2.176, -1.723], [-2.845, -1.566, -1.645], [-1.799, -2.577, -1.166], [-0.458, -1.888, -1.153], [-1.744, -3.741, -2.063], [-6.065, -1.735, -2.024], [-5.019, -1.302, -3.359], [-5.017, -0.318, -1.847], [-2.531, -1.210, -2.647], [-2.841, -0.671, -1.005], [-2.124, -2.921, -0.182], [-0.445, -1.039, -0.464], [-0.262, -1.538, -2.169], [0.368, -2.523, -0.836], [-1.612, -3.423, -3.018], [-2.636, -4.221, -2.047], [-0.704, 4.351, 5.352], [-1.199, 4.054, 4.091], [-2.385, 3.275, 4.090], [-2.877, 3.113, 2.668], [-3.210, 4.429, 1.987], [-4.079, 2.248, 2.817], [-0.073, 3.552, 5.770], [-1.506, 4.479, 6.103], [-0.156, 5.291, 5.336], [-2.144, 2.293, 4.510], [-3.114, 3.776, 4.740], [-2.160, 2.547, 2.073], [-4.015, 5.002, 2.454], [-3.564, 4.158, 0.988], [-2.311, 5.048, 1.963], [-4.189, 1.640, 2.015], [-4.916, 2.818, 2.868], [0.098, 1.875, -4.494], [0.920, 0.871, -5.077], [1.419, -0.044, -4.143], [2.665, -0.632, -4.751], [3.290, -1.733, -3.925], [3.649, 0.464, -4.908], [0.734, 2.593, -3.964], [-0.571, 1.437, -3.745], [-0.472, 2.331, -5.297], [1.700, 0.365, -3.158], [0.743, -0.870, -3.876], [2.411, -1.045, -5.736], [3.891, -1.360, -3.097], [3.864, -2.394, -4.574], [2.495, -2.366, -3.508], [3.197, 1.184, -5.461], [4.434, 0.128, -5.456], [2.043, -3.256, 5.109], [0.802, -2.688, 5.488], [0.304, -1.820, 4.515], [-1.054, -1.281, 4.940], [-2.042, -2.426, 5.142], [-1.563, -0.396, 3.874], [1.893, -3.958, 4.279], [2.433, -3.787, 5.971], [2.719, -2.470, 4.756], [0.962, -0.940, 4.369], [0.232, -2.343, 3.548], [-0.886, -0.787, 5.907], [-2.948, -2.119, 5.668], [-1.602, -3.196, 5.779], [-2.258, -2.890, 4.178], [-1.252, 0.548, 4.064], [-2.574, -0.436, 3.925]],
  "orbital_gap_ev": 8.387,
  "e_homo_ev": -7.9,
  "spin_multiplicity": 1,
  "energy_ha": -2608.74079,
  "max_force_ha_per_bohr": 0.03434,
  "relative_energy_kj_mol": 0.0,
  "total_charge": 0
}

=====

(2)
{
  "formula": "C43H103F2N3O7P2S2",
  "method": "ωB97M-V/def2-TZVPD",
  "symbols": ["C", "C", "C", "O", "H", "H", "H", "H", "H", "H", "H", "C", "C", "C", "O", "C", "N", "H", "H", "H", "H", "H", "H", "H", "H", "H", "H", "H", "H", "C", "C", "C", "O", "C", "N", "H", "H", "H", "H", "H", "H", "H", "H", "H", "H", "H", "H", "C", "C", "C", "C", "P", "C", "C", "C", "C", "C", "C", "C", "C", "C", "C", "C", "C", "H", "H", "H", "H", "H", "H", "H", "H", "H", "H", "H", "H", "H", "H", "H", "H", "H", "H", "H", "H", "H", "H", "H", "H", "H", "H", "H", "H", "H", "H", "H", "H", "H", "H", "H", "H", "C", "C", "C", "C", "P", "C", "C", "C", "C", "C", "C", "C", "C", "C", "C", "C", "C", "H", "H", "H", "H", "H", "H", "H", "H", "H", "H", "H", "H", "H", "H", "H", "H", "H", "H", "H", "H", "H", "H", "H", "H", "H", "H", "H", "H", "H", "H", "H", "H", "H", "H", "H", "H", "N", "S", "O", "O", "F", "S", "O", "O", "F"],
  "coordinates": [[0.554, 0.687, -0.281], [-0.712, 0.538, 0.625], [-1.125, 1.967, 1.090], [-1.691, -0.238, -0.062], [0.852, -0.273, -0.701], [1.364, 0.933, 0.406], [0.456, 1.494, -1.008], [-0.327, 0.092, 1.542], [-0.337, 2.523, 1.598], [-2.004, 2.024, 1.731], [-1.446, 2.525, 0.210], [-2.073, -3.715, -0.926], [-2.096, -4.111, 0.569], [-0.671, -4.556, 1.124], [0.277, -3.522, 0.933], [0.942, -3.065, 2.140], [-2.614, -2.902, 1.339], [-2.239, -2.164, 0.760], [-3.610, -2.913, 1.169], [-2.310, -2.840, 2.300], [-1.526, -2.780, -1.045], [-3.077, -3.449, -1.256], [-1.724, -4.443, -1.658], [-2.789, -4.947, 0.664], [-0.260, -5.436, 0.629], [-0.766, -4.887, 2.158], [0.244, -2.486, 2.744], [1.794, -2.428, 1.906], [1.145, -3.925, 2.778], [-6.247, 0.595, -0.008], [-5.460, 0.957, 1.266], [-6.330, 1.161, 2.504], [-5.473, 1.259, 3.663], [-6.153, 1.271, 4.901], [-4.445, -0.120, 1.534], [-4.196, 0.045, 2.498], [-4.902, -1.016, 1.444], [-3.683, -0.008, 0.880], [-7.032, -0.162, -0.006], [-5.637, 0.075, -0.747], [-6.584, 1.539, -0.436], [-4.767, 1.794, 1.176], [-7.238, 0.559, 2.549], [-6.678, 2.194, 2.519], [-6.551, 0.311, 5.231], [-7.083, 1.837, 4.875], [-5.498, 1.491, 5.743], [-6.358, -3.656, -4.424], [-5.827, -2.298, -4.087], [-4.499, -2.327, -3.291], [-3.999, -0.937, -2.932], [-2.610, -0.210, -3.828], [-2.344, 1.538, -3.124], [-1.491, 2.560, -3.938], [-0.715, 3.561, -3.107], [-1.642, 4.289, -2.235], [-0.941, -0.930, -3.741], [-0.706, -2.457, -4.055], [0.800, -2.648, -4.057], [1.466, -2.512, -2.620], [-3.143, -0.160, -5.510], [-2.331, 0.547, -6.649], [-2.895, 0.386, -8.079], [-2.264, -0.755, -8.821], [-7.377, -3.763, -4.795], [-6.359, -4.313, -3.555], [-5.695, -4.165, -5.124], [-6.597, -1.820, -3.481], [-5.774, -1.622, -4.941], [-3.745, -2.957, -3.762], [-4.663, -2.869, -2.360], [-3.500, -0.993, -1.965], [-4.774, -0.173, -2.873], [-2.076, 1.251, -2.107], [-3.366, 1.916, -3.074], [-2.102, 3.193, -4.582], [-0.904, 2.103, -4.734], [-0.236, 4.264, -3.789], [0.063, 3.041, -2.548], [-2.110, 4.972, -2.944], [-1.168, 4.841, -1.424], [-2.510, 3.818, -1.775], [-0.607, -0.581, -2.763], [-0.418, -0.328, -4.485], [-1.025, -2.650, -5.079], [-1.274, -2.991, -3.292], [1.369, -1.966, -4.689], [1.044, -3.636, -4.446], [2.488, -2.892, -2.617], [0.872, -3.082, -1.905], [1.504, -1.530, -2.147], [-4.116, 0.324, -5.591], [-3.263, -1.215, -5.754], [-1.333, 0.109, -6.631], [-2.229, 1.588, -6.343], [-2.623, 1.271, -8.653], [-3.981, 0.326, -8.158], [-2.515, -1.674, -8.290], [-1.190, -0.589, -8.734], [-2.540, -0.860, -9.870], [7.730, 2.635, 1.713], [7.616, 1.448, 2.677], [6.846, 1.775, 3.951], [5.261, 1.984, 3.964], [4.141, 0.478, 3.699], [2.623, 0.937, 4.621], [1.859, 2.138, 3.990], [1.098, 2.916, 5.090], [0.098, 3.864, 4.420], [3.724, 0.199, 1.912], [4.871, -0.336, 1.010], [4.418, -0.975, -0.321], [5.498, -1.736, -1.143], [4.787, -1.008, 4.464], [4.022, -2.268, 4.034], [3.922, -3.226, 5.221], [3.671, -4.709, 4.714], [8.443, 2.510, 0.898], [7.993, 3.577, 2.193], [6.711, 2.822, 1.373], [8.611, 1.233, 3.068], [7.248, 0.555, 2.172], [7.350, 2.639, 4.385], [6.925, 0.936, 4.642], [4.934, 2.655, 3.169], [4.815, 2.313, 4.902], [2.982, 1.178, 5.622], [1.933, 0.100, 4.731], [1.053, 1.779, 3.350], [2.465, 2.758, 3.329], [1.876, 3.498, 5.584], [0.646, 2.335, 5.894], [-0.509, 3.428, 3.627], [0.651, 4.732, 4.058], [-0.644, 4.145, 5.167], [3.191, 1.122, 1.684], [2.938, -0.547, 1.798], [5.486, -0.967, 1.651], [5.595, 0.456, 0.817], [3.961, -0.273, -1.018], [3.665, -1.714, -0.049], [5.037, -2.049, -2.080], [6.042, -2.482, -0.563], [6.307, -1.102, -1.507], [4.854, -0.892, 5.546], [5.833, -1.133, 4.184], [4.456, -2.718, 3.141], [2.972, -2.212, 3.748], [3.213, -2.900, 5.983], [4.913, -3.424, 5.629], [2.846, -4.669, 4.003], [3.445, -5.413, 5.514], [4.523, -5.147, 4.194], [2.800, 5.989, 0.205], [1.929, 4.850, 0.661], [1.013, 5.260, 1.730], [2.328, 3.412, 0.514], [0.909, 5.069, -0.547], [4.125, 5.505, 1.071], [5.186, 4.827, 0.335], [3.899, 5.117, 2.469], [4.824, 6.902, 1.421]],
  "orbital_gap_ev": [4.269, 7.941],
  "e_homo_ev": [-5.9, -9.8],
  "spin_multiplicity": 2,
  "energy_ha": -4069.37717,
  "max_force_ha_per_bohr": 0.16598,
  "total_charge": 1
}